{
  "formula": "C39H41BN12O6S2W",
  "method": "the ωB97M-V functional and the def2-TZVPD basis",
  "charge": 3,
  "s_squared": 0.7813,
  "multiplicity": 2,
  "e_above_lowest_kcal_mol": 3.84,
  "total_energy_ev": -95418.6642,
  "homo_energy_ev": [-16.469, -16.463],
  "elements": ["W", "C", "N", "C", "C", "N", "C", "C", "C", "C", "C", "C", "C", "S", "C", "C", "C", "C", "C", "C", "S", "H", "H", "H", "H", "H", "H", "H", "H", "H", "H", "H", "H", "H", "H", "H", "H", "H", "H", "C", "C", "C", "C", "N", "N", "B", "N", "C", "C", "C", "C", "N", "N", "C", "C", "C", "C", "N", "N", "C", "C", "C", "C", "N", "H", "H", "H", "H", "H", "H", "H", "H", "H", "H", "H", "H", "H", "H", "H", "H", "H", "H", "H", "H", "O", "C", "O", "C", "C", "C", "C", "C", "C", "N", "O", "O", "N", "O", "O", "H", "H", "H"],
  "positions_angstrom": [[-1.007818, 0.595077, 0.713290], [2.436746, 1.083140, -2.464902], [2.175794, -0.182331, -1.748303], [3.420626, -0.646162, -1.138386], [3.266998, -1.954990, -0.367489], [2.481046, -1.816003, 0.863401], [2.997382, -0.882815, 1.862774], [1.567871, -2.763371, 1.237130], [1.832239, -4.118654, 0.891322], [1.119601, -5.145356, 1.479421], [0.105866, -4.849929, 2.386688], [-0.239562, -3.523053, 2.643430], [0.443157, -2.469931, 2.064520], [-0.083284, -0.814352, 2.470226], [1.599418, -1.109904, -2.684620], [2.386020, -1.800099, -3.600906], [1.830961, -2.601959, -4.590759], [0.453538, -2.717176, -4.704440], [-0.353243, -2.048013, -3.797992], [0.208856, -1.270118, -2.779295], [-1.075132, -0.508349, -1.810073], [3.130365, 0.937120, -3.301251], [2.877146, 1.804726, -1.779784], [1.503696, 1.480540, -2.866024], [3.785483, 0.156113, -0.499795], [4.219561, -0.822494, -1.872251], [4.264628, -2.320515, -0.101048], [2.776589, -2.691095, -0.999335], [4.000649, -1.244154, 2.117583], [2.378503, -0.901776, 2.750889], [3.051168, 0.124482, 1.470688], [2.675590, -4.346749, 0.256007], [1.370599, -6.175514, 1.267403], [-0.426721, -5.652579, 2.879096], [-1.074078, -3.304903, 3.297384], [3.460871, -1.681020, -3.569931], [2.477942, -3.112046, -5.291831], [0.010725, -3.318279, -5.485960], [-1.430255, -2.131664, -3.876022], [-1.699531, 2.559094, -2.540641], [-2.718721, 2.412872, -1.466406], [-3.948957, 3.082745, -1.439179], [-4.582054, 2.683311, -0.297106], [-3.778302, 1.807374, 0.351666], [-2.615571, 1.624739, -0.372944], [-3.992432, 0.869034, 1.445046], [-1.564465, 1.897478, 2.175465], [-2.067902, 2.503569, 3.273469], [-1.004729, 2.819606, 4.091591], [0.158981, 2.326402, 3.460800], [1.566662, 2.327436, 3.937704], [-0.225015, 1.809948, 2.294701], [-2.977797, -0.190562, 1.358961], [-3.381302, -1.421851, 1.384281], [-2.660252, -2.536633, 0.883913], [-1.642064, -2.388697, 0.003034], [-1.162796, -3.527301, -0.832953], [-1.056355, -1.136382, -0.216057], [-5.000124, 0.989423, 2.405882], [-5.252880, 0.254353, 3.559552], [-6.331121, 0.796768, 4.156179], [-6.723404, 1.900901, 3.317290], [-7.860157, 2.830792, 3.541884], [-5.928559, 2.014248, 2.287480], [-1.714703, 3.590368, -2.891264], [-1.967665, 1.926735, -3.390519], [-0.695934, 2.307809, -2.214988], [-4.304261, 3.790191, -2.167772], [-5.537071, 2.940413, 0.129613], [-3.122171, 2.694586, 3.388542], [-1.044967, 3.348068, 5.029601], [1.728763, 3.144102, 4.637746], [2.264166, 2.425755, 3.108541], [1.778814, 1.394739, 4.464736], [-4.399123, -1.617383, 1.722802], [-3.079468, -3.521847, 1.032365], [-1.691759, -3.523009, -1.789693], [-1.381279, -4.475057, -0.344688], [-0.100536, -3.454387, -1.050433], [-4.622298, -0.568436, 3.854195], [-6.802127, 0.481907, 5.071634], [-8.772516, 2.270799, 3.744335], [-8.015561, 3.467731, 2.675100], [-7.665083, 3.459606, 4.411744], [2.334450, 1.927653, 0.648509], [1.348707, 2.426014, 0.192215], [0.301135, 1.619172, -0.197299], [1.162340, 3.874916, -0.041933], [-0.090742, 4.429045, -0.260340], [-0.190772, 5.792799, -0.453071], [0.906633, 6.633193, -0.429417], [2.137467, 6.044360, -0.201820], [2.292623, 4.689307, -0.003535], [3.348286, 6.908456, -0.171233], [4.403993, 6.348249, 0.035628], [3.171849, 8.093063, -0.329353], [-1.531712, 6.362864, -0.712088], [-2.440289, 5.558808, -0.870185], [-1.632324, 7.560557, -0.743189], [-0.990012, 3.834910, -0.265997], [0.813530, 7.699881, -0.582503], [3.278624, 4.282051, 0.174947]],
  "forces_ev_per_a": [[0.4, 0.1, 0.7], [0.0, 0.0, 0.0], [-0.1, -0.1, -0.1], [0.1, -0.1, -0.1], [0.0, 0.1, 0.1], [-0.2, 0.0, 0.1], [0.1, -0.1, 0.0], [0.1, -0.2, -0.2], [-0.2, 0.0, 0.1], [0.1, 0.2, -0.1], [0.0, 0.1, 0.0], [0.0, -0.1, 0.0], [-0.1, 0.1, 0.2], [0.2, 0.0, -0.2], [-0.1, 0.1, 0.0], [0.0, 0.0, 0.0], [-0.1, 0.0, 0.0], [0.0, 0.1, 0.1], [0.1, 0.0, 0.0], [0.1, 0.0, 0.0], [0.1, 0.1, 0.0], [0.0, 0.0, 0.0], [0.0, 0.0, 0.0], [0.0, 0.0, 0.0], [0.0, 0.0, 0.1], [0.0, 0.0, 0.0], [0.0, 0.0, 0.0], [0.0, 0.0, 0.0], [0.0, 0.1, 0.0], [0.1, 0.0, 0.0], [0.0, 0.0, 0.0], [0.0, 0.0, 0.0], [0.1, 0.0, 0.0], [0.0, 0.0, 0.0], [0.0, 0.0, 0.0], [0.0, 0.0, 0.0], [0.0, 0.0, 0.0], [0.0, 0.0, 0.0], [0.0, 0.0, 0.0], [0.0, 0.0, 0.0], [0.0, 0.0, 0.1], [0.0, -0.1, 0.0], [0.0, 0.1, 0.0], [0.0, -0.2, 0.0], [-0.1, 0.2, -0.2], [0.0, 0.2, -0.1], [-0.3, 0.2, 0.1], [0.0, -0.1, -0.2], [0.1, 0.0, 0.0], [0.0, 0.0, 0.0], [0.0, 0.0, 0.0], [-0.1, 0.0, -0.1], [0.1, 0.0, 0.0], [0.0, -0.1, -0.1], [0.0, 0.1, 0.0], [0.0, 0.0, 0.0], [-0.1, 0.0, 0.0], [-0.4, -0.3, -0.3], [-0.1, 0.0, 0.0], [0.0, 0.0, 0.0], [0.1, 0.0, 0.0], [0.0, 0.0, 0.0], [0.0, 0.0, 0.0], [0.0, 0.0, 0.0], [0.0, 0.0, 0.0], [0.0, 0.0, 0.0], [0.0, 0.0, 0.0], [0.0, 0.0, 0.0], [0.0, 0.0, 0.0], [0.0, 0.0, 0.0], [0.0, 0.0, 0.0], [0.0, 0.0, 0.0], [0.0, 0.0, 0.0], [0.0, 0.0, 0.0], [0.0, 0.0, 0.0], [0.0, 0.0, 0.0], [0.0, 0.0, 0.0], [0.0, 0.0, 0.0], [0.0, 0.0, 0.0], [0.0, 0.0, 0.0], [0.0, 0.0, 0.0], [0.0, 0.0, 0.0], [0.0, 0.0, 0.0], [0.0, 0.0, 0.0], [0.0, 0.0, 0.0], [-0.1, 0.1, 0.0], [0.0, 0.0, -0.1], [0.0, -0.1, 0.0], [0.0, 0.1, 0.0], [0.0, 0.0, 0.0], [0.0, 0.0, 0.0], [0.0, 0.0, -0.1], [0.0, 0.0, 0.0], [0.1, 0.1, 0.2], [-0.2, 0.1, -0.1], [0.0, -0.2, 0.0], [-0.1, 0.1, 0.1], [0.1, 0.1, 0.0], [0.0, -0.2, 0.0], [0.0, 0.0, 0.0], [0.0, 0.0, 0.0], [0.0, 0.0, 0.0]]
}